No. 1
C3H9NOS2 | wB97M-V/def2-TZVPD

XYZ file:
```
16
C3H9NOS2 wB97M-V/def2-TZVPD
C 0.4864 1.1605 0.0079
C 1.2309 2.3163 0.6156
N 0.6207 2.9505 1.6818
O 2.3325 2.6414 0.2345
H -0.6001 1.2110 0.0212
H 0.8277 0.2648 0.5187
H 0.7847 1.0680 -1.0331
H 0.0795 2.3862 2.3168
H 1.2564 3.6010 2.1242
C -1.5949 -2.6594 -0.1218
S 0.1216 -2.6535 -0.6820
S -0.1074 -1.6303 -2.4720
H -1.9079 -1.6627 0.1733
H -1.6472 -3.3017 0.7589
H -2.2386 -3.0877 -0.8823
H 0.3557 -2.6045 -3.2618
```

Output
* highest occupied orbital energy: -8.915 eV
* calculated total energy: -1046.08561 Eh
* HOMO-LUMO gap: 9.4 eV
* SMILES: CC(N)=O.CSS

=====

No. 2
C3H9NOSi | wB97M-V/def2-TZVPD

XYZ file:
```
15
C3H9NOSi wB97M-V/def2-TZVPD
C 1.4251 -1.6459 -1.3839
C 0.3163 -1.3038 -0.7287
Si -0.4515 0.3906 -0.3911
N -2.0195 0.3935 -1.0179
O -0.6339 0.8024 1.2118
C 0.3258 1.1316 2.1673
H 1.8843 -2.7013 -1.4604
H 2.2121 -0.9432 -1.5676
H -0.1097 -2.2146 -0.3167
H 0.5433 1.2752 -1.1141
H -2.5287 -0.1216 -1.6945
H -2.5782 1.3026 -0.9597
H 0.6087 2.0841 1.9800
H 1.2209 0.4852 2.1987
H -0.2150 1.0652 3.0767
```

Output
* highest occupied orbital energy: -9.707 eV
* calculated total energy: -539.20067 Eh
* HOMO-LUMO gap: 10.7 eV
* SMILES: C=C[Si@@H](N)OC

=====

No. 3
C3H9NP2 | wB97M-V/def2-TZVPD

XYZ file:
```
15
C3H9NP2 wB97M-V/def2-TZVPD
C -0.1902 1.1707 -1.9485
C 1.5141 -0.0240 2.2931
C -1.5853 -0.4209 0.4405
N 0.9656 -0.3288 -0.3501
P -0.4996 -0.3873 -1.0805
P 0.4670 -0.6031 1.1715
H 0.2195 0.9845 -3.0248
H -0.7133 2.0153 -1.7359
H 2.1569 0.7953 2.0693
H 1.5222 -0.1850 3.4344
H -2.0749 0.4789 0.4026
H -2.1018 -1.3432 0.4686
H 0.7876 1.1973 -1.4931
H -0.6381 -1.4779 -2.0776
H 0.1704 -1.8718 1.4306
```

Output
* highest occupied orbital energy: -7.600 eV
* calculated total energy: -857.00594 Eh
* HOMO-LUMO gap: 8.5 eV

=====

No. 4
C3H9NS | wB97M-V/def2-TZVPD

XYZ file:
```
14
C3H9NS wB97M-V/def2-TZVPD
C -0.2645 1.4949 -3.7495
N -1.2686 1.6211 -2.9972
H -0.0287 0.4988 -4.3519
H 0.6184 2.2122 -3.6306
H -1.1492 1.8638 -1.9993
C -0.6971 -1.7246 1.2129
S 0.6818 -0.8922 2.1505
C 0.7708 0.5063 1.0332
H -0.3828 -1.5856 0.1309
H -1.6701 -1.0715 1.3866
H -0.7920 -2.8026 1.6546
H 1.8496 0.7707 0.8220
H 0.5065 0.0499 0.0303
H 0.1643 1.3327 1.5506
```

Output
* highest occupied orbital energy (alpha / beta): 0.815 / -2.029 eV
* calculated total energy: -572.49472 Eh
* HOMO-LUMO gap (alpha / beta): 2.1 / 4.9 eV
* net charge: -1
* 2S+1: 2
* expectation value of S²: 0.754

=====

No. 5
C3H9NS | wB97M-V/def2-TZVPD

XYZ file:
```
14
C3H9NS wB97M-V/def2-TZVPD
C -2.3751 -0.1074 -0.8203
C 0.3247 -0.9032 -0.1197
C 1.7931 -0.1056 0.0748
H -2.0827 -0.1168 -1.9497
H -2.8480 -1.0345 -0.3450
H -3.1756 0.5281 -1.2154
H 0.2054 -1.7282 0.7954
H 0.2453 -1.2741 -1.1577
H 2.5903 -0.7618 -0.5357
H 1.5800 0.6231 -0.8402
H 2.9862 -0.6455 1.8737
H 1.1368 0.6661 2.0665
N 2.4086 0.4213 1.2849
S -0.9971 0.4682 -0.1559
```

Output
* highest occupied orbital energy: -8.251 eV
* calculated total energy: -572.40266 Eh
* HOMO-LUMO gap: 8.7 eV

=====

No. 6
C3H9NS | wB97M-V/def2-TZVPD

XYZ file:
```
14
C3H9NS wB97M-V/def2-TZVPD
C 2.7367 0.8573 -0.5260
N 2.6774 1.2178 -1.7382
H 3.5531 0.1866 -0.2771
H 1.9503 1.1322 0.1894
H 1.7898 1.6792 -1.9405
C -2.7040 -0.4559 0.3183
S -1.0175 0.1190 0.5797
C -0.1666 -1.4880 0.6171
H -2.7174 -1.0875 -0.5757
H -3.1472 -1.0130 1.1698
H -3.3644 0.3983 0.1508
H 0.5509 -1.5198 -0.2036
H -0.9114 -2.2689 0.5241
H 0.4562 -1.6473 1.5170
```

Output
* highest occupied orbital energy: -8.671 eV
* calculated total energy: -572.59374 Eh
* HOMO-LUMO gap: 9.6 eV
* SMILES: C=N.CSC

=====

No. 7
C3H9NS | wB97M-V/def2-TZVPD

XYZ file:
```
14
C3H9NS wB97M-V/def2-TZVPD
C -0.1284 1.6344 -0.4122
C 0.6057 0.5313 0.4407
C -0.3706 -0.5433 0.7798
H -0.7338 1.1202 -1.2205
H -0.9389 2.1579 0.1340
H 0.5700 2.2963 -0.5533
H 0.9503 1.1622 1.2399
H 1.5345 -1.5097 -1.0074
H -0.0946 -1.0689 1.5855
H -1.4624 -0.2098 1.0455
H -1.6062 -1.5843 -1.0450
H 0.1034 -2.2759 -0.6750
N -0.5193 -1.4190 -0.3092
S 2.0903 -0.2916 -0.0027
```

Output
* highest occupied orbital energy: -8.513 eV
* calculated total energy: -572.47753 Eh
* HOMO-LUMO gap: 8.9 eV

=====

No. 8
C3H9NS | wB97M-V/def2-TZVPD

XYZ file:
```
14
C3H9NS wB97M-V/def2-TZVPD
C 0.5354 1.8961 0.4257
N -0.2351 0.9127 0.2001
C -0.3369 -0.1398 1.2089
C -0.9008 -1.3969 0.5163
H 0.3231 2.8530 -0.0444
H 1.4873 1.7084 0.9417
H -1.0418 0.2089 1.9642
H 0.6263 -0.3817 1.6817
H -1.8833 -1.1408 0.1325
H -0.2201 -1.6614 -0.2931
H -0.9886 -2.2439 1.1993
S 0.8818 0.2576 -2.9796
H 0.9723 0.1119 -1.6388
H 0.7803 -0.9841 -3.3145
```

Output
* highest occupied orbital energy: -9.328 eV
* calculated total energy: -572.58240 Eh
* HOMO-LUMO gap: 10.1 eV
* SMILES: C=NCC.S

=====

No. 9
C3H9NS | wB97M-V/def2-TZVPD

XYZ file:
```
14
C3H9NS wB97M-V/def2-TZVPD
C 4.7919 -0.3682 3.8093
N 4.0460 0.0329 4.7568
H 4.7620 0.1826 2.8501
H 5.2054 -1.4095 3.7603
H 4.0892 -0.6727 5.4863
C -1.9174 -0.6357 -1.6127
S -2.1657 1.0995 -1.3661
C -3.0924 1.2176 -2.9453
H -2.9421 -1.1361 -1.8011
H -1.4036 -0.9048 -2.5419
H -1.3912 -1.0906 -0.7508
H -2.6473 0.6373 -3.7492
H -3.2488 2.2706 -3.1470
H -4.0860 0.7771 -2.7487
```

Output
* highest occupied orbital energy: -8.502 eV
* calculated total energy: -572.58393 Eh
* HOMO-LUMO gap: 9.5 eV
* SMILES: C=N.CSC

=====

No. 10
C3H9NS | wB97M-V/def2-TZVPD

XYZ file:
```
14
C3H9NS wB97M-V/def2-TZVPD
C 0.9206 -1.9273 2.4277
N 1.1762 -0.9308 1.6084
H 1.6935 -2.6746 2.6600
H 0.0202 -1.8630 3.0436
H 2.0928 -1.1365 1.2027
C -0.0605 0.4628 -1.7815
C -0.5534 1.6117 -0.8609
S -2.1408 1.1429 -0.0013
H -0.5070 -0.4665 -1.3428
H -0.3118 0.5111 -2.8973
H 1.0893 0.3483 -1.7338
H 0.0843 1.8166 -0.0024
H -0.6300 2.6032 -1.3211
H -2.8733 0.5019 -1.0013
```

Output
* highest occupied orbital energy: -8.733 eV
* calculated total energy: -572.58130 Eh
* HOMO-LUMO gap: 9.8 eV
* SMILES: C=N.CCS

=====

No. 11
C3H9NS | wB97M-V/def2-TZVPD

XYZ file:
```
14
C3H9NS wB97M-V/def2-TZVPD
S -1.9563 1.4146 -0.3951
H -2.2882 0.3783 -1.2032
C 1.6152 -2.3953 -0.6085
C 0.7175 -1.2532 -0.1712
C 1.2436 -0.2983 0.6435
N 0.5527 0.9336 0.9993
H 2.5564 -2.4614 -0.0279
H 1.0539 -3.3363 -0.6356
H 1.9204 -2.2565 -1.6554
H -0.2716 -1.0477 -0.6171
H 2.1829 -0.4535 1.1497
H -0.6608 0.9782 0.3994
H 0.4372 0.9960 2.0291
H 1.0449 1.7155 0.7052
```

Output
* highest occupied orbital energy: -8.021 eV
* calculated total energy: -572.58158 Eh
* HOMO-LUMO gap: 8.6 eV

=====

No. 12
C3H9NS | wB97M-V/def2-TZVPD

XYZ file:
```
14
C3H9NS wB97M-V/def2-TZVPD
C -1.7630 -0.0407 0.5108
C -0.4453 0.0017 -0.2861
C 0.7152 0.0406 0.7113
S 2.2401 0.1183 -0.2269
N -2.8318 0.0366 -0.4512
H -1.7757 -0.9309 1.1489
H -1.8011 0.8348 1.1560
H -0.4167 0.9082 -0.8855
H -0.3652 -0.8796 -0.9227
H 0.7196 0.9653 1.2789
H 0.8087 -0.8078 1.3854
H 2.2589 -1.1537 -0.6687
H -3.7398 0.1364 -0.0117
H -2.8759 -0.8051 -1.0151
```

Output
* highest occupied orbital energy (alpha / beta): -13.734 / -13.190 eV
* calculated total energy: -572.30195 Eh
* HOMO-LUMO gap (alpha / beta): 10.0 / 4.1 eV
* net charge: +1
* 2S+1: 2
* expectation value of S²: 0.754

=====

No. 13
C3H9NS2 | wB97M-V/def2-TZVPD

XYZ file:
```
15
C3H9NS2 wB97M-V/def2-TZVPD
N 0.3593 1.1173 1.7884
C 1.0305 -0.0537 1.2191
C 1.0959 -0.1036 -0.3324
C -0.2249 0.3372 -1.0217
S -0.8818 -0.8493 -2.1602
S -2.8775 -0.9374 -1.4680
H -0.4276 0.7747 2.3265
H -0.0665 1.7193 1.1012
H 0.5252 -0.9669 1.5091
H 2.0344 -0.1157 1.6217
H 1.3694 -1.1297 -0.5863
H 1.9205 0.5390 -0.6345
H 0.0315 1.3533 -1.3321
H -0.9231 0.5487 -0.2371
H -2.9652 -2.2330 -1.7937
```

Output
* highest occupied orbital energy: -8.430 eV
* calculated total energy: -970.79817 Eh
* HOMO-LUMO gap: 8.7 eV
* SMILES: NCCCSS

=====

No. 14
C3H9NS2 | wB97M-V/def2-TZVPD

XYZ file:
```
15
C3H9NS2 wB97M-V/def2-TZVPD
N 1.5058 2.1186 -0.6875
C 0.4533 1.4049 -0.0506
C 0.4136 -0.1417 -0.3267
C -1.0431 -0.6611 -0.1247
S -1.2540 -1.1873 1.5594
S -1.6487 -3.4292 1.1129
H 2.4641 1.8202 -0.6339
H 1.3287 2.5213 -1.5942
H -0.5211 1.8476 -0.2574
H 0.6322 1.3536 1.0495
H 1.1525 -0.6701 0.2604
H 0.7300 -0.1019 -1.3884
H -0.9559 -1.3623 -0.9687
H -1.8642 0.0138 -0.3901
H -1.3932 -3.5262 2.4400
```

Output
* highest occupied orbital energy: -8.436 eV
* calculated total energy: -970.76891 Eh
* HOMO-LUMO gap: 7.9 eV
* SMILES: NCCCSS

=====

No. 15
C3H9NS3 | wB97M-V/def2-TZVPD

XYZ file:
```
16
C3H9NS3 wB97M-V/def2-TZVPD
C 1.2204 -1.2268 -0.1126
C -0.2844 -0.8389 -0.0823
C -0.5832 0.6721 -0.2347
S -0.0333 1.2194 -1.8670
S -2.3955 0.8505 0.0214
N 0.2117 1.3911 0.6877
S 0.0972 1.1369 2.3412
H 1.7591 -0.5048 0.3521
H 1.4027 -2.2192 0.2107
H 1.4292 -1.2561 -1.0808
H -0.7146 -1.5727 -0.7495
H -0.5246 -1.1501 0.9231
H -0.5666 0.1337 -2.7006
H -2.8402 -0.2523 -0.6363
H 0.4404 2.2795 0.2967
H 1.3815 1.3377 2.6310
```

Output
* highest occupied orbital energy: -8.704 eV
* calculated total energy: -1368.94496 Eh
* HOMO-LUMO gap: 9.2 eV
* SMILES: CCC(S)(S)NS

=====

No. 16
C3H9O | wB97M-V/def2-TZVPD

XYZ file:
```
13
C3H9O wB97M-V/def2-TZVPD
O -2.8331 0.7742 1.0703
H -2.8908 1.0713 0.1833
C 2.1907 -0.4539 -0.8497
C 0.8922 0.2003 -0.4844
C -0.1657 -0.5905 0.3130
H 3.0150 -0.5023 -0.0690
H 2.7532 0.2611 -1.5717
H 2.0836 -1.4069 -1.3574
H 0.4401 0.4893 -1.3869
H 1.0900 1.1318 0.1313
H -0.6505 -1.2907 -0.3703
H 0.3570 -0.8605 1.2957
H -1.0361 -0.0220 0.7093
```

Output
* highest occupied orbital energy: -2.223 eV
* calculated total energy: -194.88722 Eh
* HOMO-LUMO gap: 6.1 eV
* net charge: -1

=====

No. 17
C3H9O | wB97M-V/def2-TZVPD

XYZ file:
```
13
C3H9O wB97M-V/def2-TZVPD
C 2.3670 -0.5226 1.6555
H 1.6037 -0.6438 0.8575
H 1.8640 -0.1753 2.5531
H 2.6215 -1.5937 1.7288
H 3.1539 0.1371 1.3230
C -0.7215 0.6170 -1.1486
O 0.1262 -0.2406 -0.5799
C -2.2343 0.1441 -0.8477
H -0.6397 1.6984 -0.8162
H -0.6102 0.5906 -2.2712
H -2.1015 -0.9329 -0.9868
H -2.4532 0.5192 0.1498
H -2.9759 0.4025 -1.6173
```

Output
* highest occupied orbital energy: -2.204 eV
* calculated total energy: -194.89620 Eh
* HOMO-LUMO gap: 6.8 eV
* net charge: -1

=====

Values for relative energy (zero: lowest compared OMol25 entry of this formula, charge and spin), kJ/mol, ordered as above
0.0 0.0 362.9 354.4 623.4 121.7 426.8 151.5 147.5 154.3 153.6 47.0 88.1 164.9 102.5 71.8 48.2